Here is an isolated molecule of C5H13NO at a distorted geometry from the OMol25 dataset. Energies are from wB97M-V/def2-TZVPD.

XYZ file:
```
20
Properties=species:S:1:pos:R:3:forces:R:3:mulliken_charge:R:1
C -0.901873 -0.425993 -1.259953 -0.912 1.272 0.350 -1.11
C -0.166510 -0.582250 0.082206 -1.129 -1.941 -0.448 0.25
C 1.066421 -1.446930 -0.178567 2.387 1.169 1.518 -0.86
O 0.963151 -2.841073 -0.293398 -1.121 -0.535 -0.185 -0.51
N 0.086578 0.609862 0.874632 0.702 0.650 -1.939 -0.08
C -1.147257 1.342120 1.093037 -0.346 0.531 1.069 -1.04
C 1.140941 1.466181 0.214402 -0.981 -0.808 1.291 -1.01
H -1.982158 -0.297109 -1.032571 0.516 -0.177 -0.533 0.30
H -0.592681 0.475766 -1.802846 0.094 -0.135 0.070 0.28
H -0.739498 -1.266197 -1.924400 -0.106 -0.287 0.051 0.38
H -0.895813 -1.178153 0.688643 0.740 0.100 -0.056 0.37
H 1.592823 -1.106544 -1.086123 -0.276 0.067 0.153 0.34
H 1.798715 -1.265333 0.671896 -0.739 -0.044 -0.738 0.26
H 0.067125 -3.144473 -0.091645 0.230 0.175 0.013 0.34
H -1.981191 0.648503 1.235555 0.090 0.051 -0.160 0.39
H -1.037226 1.853454 2.046440 -0.048 0.191 0.242 0.37
H -1.464961 2.151667 0.404798 0.403 -0.643 -0.393 0.30
H 0.835575 1.943520 -0.732426 0.142 -0.447 0.092 0.31
H 2.010397 0.809720 0.163610 0.116 0.499 -0.481 0.35
H 1.347445 2.253259 0.926709 0.239 0.311 0.085 0.37
```
Forces are in eV/Å.

## Properties
LUMO = 0.0347 Ha
ΔE to the lowest compared entry with this formula, charge and spin = 176.1 kJ/mol
Total charge = 0
HOMO-LUMO gap = 9.7409 eV

***

Here is a 2-piece molecular cluster, C5H13NO overall at a distorted geometry from the OMol25 dataset. Energies are from wB97M-V/def2-TZVPD.

XYZ file:
```
20
Properties=species:S:1:pos:R:3:forces:R:3:mulliken_charge:R:1
C -0.806150 -0.555455 1.485002 -1.737 0.526 -0.854 -1.31
N -0.128292 0.097706 0.395545 1.549 0.309 0.115 0.12
C -0.927465 0.646122 -0.676374 -1.889 -0.881 -0.708 -0.71
C -0.617299 -0.226289 -1.910326 -0.092 1.045 0.161 -0.70
C 0.889662 -0.469513 -1.687257 -1.548 -0.846 -1.680 -0.56
C 0.891454 -0.798124 -0.211743 0.428 1.275 0.217 -0.68
H -0.139103 -1.040402 2.139987 0.995 -0.549 0.653 0.45
H -1.581757 -1.272117 1.159693 0.254 -0.212 -0.177 0.47
H -1.357132 0.165865 2.061676 -0.185 0.480 0.426 0.37
H -0.863349 1.699026 -0.972069 0.936 0.116 0.594 0.30
H -1.987616 0.562894 -0.418001 -0.114 -0.161 0.104 0.34
H -0.931676 0.307146 -2.810648 0.498 -0.015 -0.152 0.37
H -1.192860 -1.130073 -1.920885 -0.230 -0.739 0.325 0.29
H 1.218379 -1.317290 -2.294950 0.164 0.034 0.141 0.34
H 1.349311 0.414903 -2.125682 0.733 0.138 0.946 0.29
H 0.575286 -1.827563 -0.033864 0.232 -0.229 -0.229 0.39
H 1.874363 -0.612488 0.223060 -0.054 -0.214 0.290 0.23
O 1.440217 1.508980 2.724233 0.021 0.205 0.164 -0.65
H 0.752039 1.382842 2.057527 0.079 -0.092 -0.300 0.34
H 1.541988 2.463830 2.815075 -0.037 -0.189 -0.035 0.29
```
Forces are in eV/Å.

## Properties
LUMO = 0.0361 Ha
ΔE to the lowest compared entry with this formula, charge and spin = 121.7 kJ/mol
Total charge = 0
HOMO-LUMO gap = 9.4847 eV

***

Here is a 2-piece molecular cluster, C5H13NO overall at a distorted geometry from the OMol25 dataset. Energies are from wB97M-V/def2-TZVPD.

XYZ file:
```
20
Properties=species:S:1:pos:R:3:forces:R:3:mulliken_charge:R:1
C 0.632217 1.662566 -0.562380 -1.531 -1.272 -0.033 -1.47
C -0.710362 0.877663 -0.780869 0.030 1.636 0.096 0.51
C -1.859574 1.631222 -0.064458 1.187 -2.384 -0.275 -1.46
C -0.823212 -0.420837 -1.080813 0.644 -0.676 1.621 0.77
C -2.109874 -1.185707 -1.139003 -0.869 -0.456 1.209 -1.42
N 0.399935 -1.189121 -1.038952 -0.890 1.069 -0.699 -0.60
H 1.247165 1.885107 -1.436978 -0.137 -0.224 -0.030 0.38
H 0.251868 2.585162 -0.145621 0.638 0.416 0.146 0.39
H 1.203703 1.104551 0.184653 0.269 0.238 -0.039 0.36
H -2.693119 0.940750 -0.120045 -0.645 0.646 0.107 0.37
H -1.455992 1.538592 0.957091 -0.591 0.660 0.080 0.33
H -2.072133 2.649207 -0.336973 -0.065 0.283 -0.230 0.34
H -2.752051 -1.121592 -0.239405 0.177 1.097 -0.226 0.35
H -2.051789 -2.275283 -1.015189 0.780 0.027 -1.208 0.38
H -2.686079 -0.847263 -1.996630 -0.200 -0.491 -0.054 0.31
H 0.972895 -0.558488 -1.585109 1.154 -0.952 -0.045 0.23
H 0.332928 -2.135560 -1.395599 0.046 0.384 -0.419 0.25
O 4.869301 -1.729972 3.572047 0.210 -0.488 -0.095 -0.64
H 4.463511 -0.977441 3.992954 -0.206 0.362 0.203 0.32
H 4.840670 -2.433560 4.231279 -0.002 0.125 -0.109 0.32
```
Forces are in eV/Å.

## Properties
LUMO = 0.0361 Ha
ΔE to the lowest compared entry with this formula, charge and spin = 202.7 kJ/mol
Total charge = 0
HOMO-LUMO gap = 8.6604 eV

***

Here is a 2-piece molecular cluster, C5H13NO overall at a distorted geometry from the OMol25 dataset. Energies are from wB97M-V/def2-TZVPD.

XYZ file:
```
20
Properties=species:S:1:pos:R:3:forces:R:3:mulliken_charge:R:1
C 3.362896 0.083631 -0.321898 0.627 -1.183 -0.980 -0.79
C 2.155519 0.354443 -0.775519 -1.872 1.340 0.441 -0.07
C 1.336266 1.475457 -0.118259 -0.350 -0.932 1.184 -0.51
C -0.185244 1.233220 -0.081740 -0.863 -0.334 -2.527 0.14
C -0.607412 -0.151965 0.576822 1.989 3.324 1.504 -1.30
N -0.796066 2.460540 0.393331 -0.079 0.483 0.233 -0.53
H 4.026185 -0.470386 -0.978631 0.024 -0.535 0.379 0.26
H 3.748418 0.311302 0.663325 -0.082 0.756 -0.180 0.28
H 1.603789 -0.138395 -1.617250 1.277 0.533 0.250 0.29
H 1.512361 1.441704 0.993925 0.907 0.928 -0.990 0.26
H 1.511513 2.474165 -0.678358 -0.114 -1.565 1.374 0.23
H -0.376410 1.227717 -1.186818 -0.641 -0.502 0.643 0.26
H -1.556841 -0.387176 0.970302 -1.634 0.490 -0.266 0.42
H -0.255221 -0.951606 0.042733 0.780 -1.895 -1.720 0.39
H 0.008120 -0.167492 1.478761 0.193 -0.161 0.321 0.30
H -1.265447 3.019598 -0.296668 0.034 -0.196 -0.316 0.20
H -1.369483 2.469211 1.205476 -0.198 -0.555 0.649 0.18
O -3.771617 -4.429127 0.120169 0.321 -1.303 2.583 -0.67
H -4.547949 -4.549531 0.757714 1.279 1.036 -2.803 0.34
H -3.665789 -4.038589 -0.745613 -1.599 0.272 0.221 0.33
```
Forces are in eV/Å.

## Properties
LUMO = 0.0304 Ha
ΔE to the lowest compared entry with this formula, charge and spin = 303.9 kJ/mol
Total charge = 0
HOMO-LUMO gap = 9.5855 eV

***

Which value of LUMO does entry 1 give?
0.0347 Ha

***

Which value of LUMO does entry 3 give?
0.0361 Ha